# 1
{"formula": "C9H14", "method": "the ωB97M-V functional and the def2-TZVPD basis", "elements": ["C", "C", "C", "C", "C", "C", "C", "H", "H", "H", "H", "H", "H", "H", "H", "C", "C", "H", "H", "H", "H", "H", "H"], "coordinates": [[-2.639467, 2.673927, -0.553830], [-1.349798, 2.088419, -0.905004], [-0.821945, 2.339259, -2.171381], [0.285105, 1.587076, -2.612567], [0.864055, 0.617543, -1.772866], [0.259666, 0.356768, -0.594823], [-0.692100, 1.228758, -0.034439], [-2.911206, 2.602571, 0.540852], [-3.406930, 2.136912, -1.257698], [-2.792080, 3.766228, -0.767738], [-1.396774, 2.941715, -2.882520], [0.726089, 1.708534, -3.530412], [1.892149, 0.257876, -2.199480], [0.441768, -0.456885, 0.095188], [-1.112168, 1.073752, 0.899387], [1.117470, -2.512666, 2.460301], [1.984337, -3.667446, 1.962188], [0.732092, -2.710665, 3.478637], [1.869464, -1.727542, 2.580300], [0.319337, -2.297523, 1.744424], [2.591010, -3.375416, 1.039459], [1.396141, -4.616190, 1.764344], [2.643787, -4.015007, 2.717688]], "atomic_forces_ev_per_a": [[-3.0, 0.9, 0.0], [1.2, 0.7, 0.0], [0.4, -1.4, -1.0], [-1.2, 0.3, 2.9], [2.1, 0.6, -3.0], [-0.4, 0.1, 3.3], [-0.1, -0.5, -3.5], [0.2, -0.5, -1.3], [0.9, 0.9, 1.7], [0.5, -0.9, -0.1], [0.4, 0.0, 0.3], [0.8, 0.6, -2.2], [-2.3, -0.3, 1.3], [1.0, -0.2, -0.3], [-0.6, -0.5, 1.7], [1.0, -0.5, 0.4], [-0.8, -1.2, -1.6], [-0.1, 0.0, -0.7], [-0.7, 0.6, -0.1], [0.2, 0.3, 0.3], [-0.9, -0.5, 1.2], [0.4, 1.2, -0.3], [1.0, 0.1, 0.7]], "e_tot_ha": -351.27699, "homo_lumo_gap_ev": 9.87, "homo_energy_ev": -8.88, "multiplicity": 1, "smiles": "Cc1ccccc1.CC", "relative_energy_kcal_mol": 33.4}



# 2
{"formula": "C4H9NO", "method": "the ωB97M-V functional and the def2-TZVPD basis", "elements": ["N", "C", "C", "C", "O", "C", "H", "H", "H", "H", "H", "H", "H", "H", "H"], "coordinates": [[-1.876221, -0.035901, -0.563478], [-0.895482, -0.029186, 0.498247], [0.177564, -1.109174, 0.230923], [1.090999, -0.014962, -0.413597], [2.454421, -0.135328, -0.068015], [0.191064, 1.067996, 0.300417], [-2.422546, -0.899557, -0.428193], [-2.484531, 0.804410, -0.535493], [-1.306048, -0.109674, 1.502013], [-0.099821, -1.974530, -0.375992], [0.665652, -1.445238, 1.122721], [0.933365, 0.137310, -1.489029], [2.975091, 0.441622, -0.691188], [0.654132, 1.382485, 1.257700], [-0.057636, 1.919725, -0.347031]], "atomic_forces_ev_per_a": [[-0.8, 0.0, 0.0], [0.9, 0.0, 0.1], [0.5, 0.7, -1.2], [-1.1, 0.2, 0.4], [0.6, 1.0, -1.1], [0.7, -0.4, 0.1], [-0.1, 0.9, -0.4], [0.4, -1.0, 0.1], [-0.2, 0.3, 0.2], [0.0, 0.1, 0.0], [0.2, -0.2, 0.7], [0.2, -0.5, 0.1], [-0.7, -0.9, 1.1], [-0.3, -0.1, -0.5], [-0.1, -0.1, 0.4]], "e_tot_ha": -287.76520, "homo_lumo_gap_ev": 10.16, "homo_energy_ev": -9.15, "multiplicity": 1, "smiles": "N[C@H]1C[C@H](O)C1", "relative_energy_kcal_mol": 42.2}



# 3
{"formula": "C5H10O", "method": "the ωB97M-V functional and the def2-TZVPD basis", "elements": ["O", "C", "C", "C", "C", "C", "H", "H", "H", "H", "H", "H", "H", "H", "H", "H"], "coordinates": [[1.687087, 0.179164, 1.524482], [1.626933, -0.552061, 0.318848], [0.309371, -0.376878, -0.405411], [-1.000104, -0.813656, 0.282984], [-1.687609, 0.367500, -0.431071], [-0.304697, 1.037137, -0.525720], [1.744186, 1.114533, 1.279204], [2.463112, -0.281627, -0.342962], [1.774039, -1.599894, 0.596330], [0.382386, -0.837593, -1.397639], [-0.924208, -0.640881, 1.363323], [-1.382781, -1.822968, 0.103240], [-2.032019, 0.069227, -1.426831], [-2.496655, 0.897906, 0.075093], [-0.105613, 1.614987, 0.385893], [-0.053430, 1.645105, -1.399768]], "atomic_forces_ev_per_a": [[0.1, 0.5, 0.1], [0.1, -0.3, -0.3], [0.1, -0.1, 0.0], [-0.1, -0.2, 0.1], [-0.2, 0.1, 0.0], [0.2, 0.2, -0.1], [0.0, -0.3, 0.3], [-0.1, 0.0, 0.1], [-0.1, 0.0, 0.0], [0.0, 0.0, 0.1], [0.0, 0.0, -0.2], [0.1, 0.1, 0.0], [0.0, 0.0, 0.1], [0.1, 0.0, 0.0], [-0.1, -0.1, -0.2], [-0.1, -0.1, 0.1]], "e_tot_ha": -271.71329, "homo_lumo_gap_ev": 11.17, "homo_energy_ev": -10.14, "multiplicity": 1, "smiles": "OCC1CCC1", "relative_energy_kcal_mol": 24.7}



# 4
{"formula": "C5H2N2O", "method": "the ωB97M-V functional and the def2-TZVPD basis", "elements": ["C", "C", "C", "N", "N", "C", "C", "O", "H", "H"], "coordinates": [[-0.666563, -0.989751, -2.658000], [-0.419850, -0.334973, -1.667374], [0.236890, 0.356834, -0.339131], [1.005392, 1.428035, -0.119145], [0.863350, 1.610403, 1.321375], [0.401330, 0.678856, 1.920348], [0.000860, -0.451721, 0.932833], [-0.227464, -1.698464, 0.953954], [-1.068174, -1.366091, -3.434031], [-0.125770, 0.766874, 3.089171]], "atomic_forces_ev_per_a": [[2.2, 3.7, 6.3], [2.9, 1.5, 2.2], [-0.4, -0.5, -3.2], [-3.0, -3.6, -1.0], [2.3, 4.5, -1.3], [-4.4, -4.5, 5.5], [-0.3, -3.6, -0.3], [0.8, 5.6, 0.4], [-2.4, -2.8, -5.1], [2.2, -0.3, -3.5]], "e_tot_ha": -376.24013, "homo_lumo_gap_ev": 8.15, "homo_energy_ev": -10.27, "multiplicity": 1, "smiles": "C#CC1=NN=CC1=O", "relative_energy_kcal_mol": 108.8}